(one)
The following is a quantum chemistry calculation of the molecule C23H20N2O4, from OMol25.

HOMO: -8.218 eV

Geometry as ORCA input:
```
! RIJCOSX wB97M-V def2-TZVPD def2/J DEFGRID3
* xyz 0 1
C -0.973 5.290 -0.432
O 0.155 4.563 -0.852
C 0.696 3.649 -0.004
C 1.784 2.928 -0.498
C 2.408 1.991 0.296
C 1.968 1.745 1.585
C 0.871 2.442 2.073
N 0.384 2.228 3.373
C 0.288 1.063 4.071
O 0.006 1.062 5.253
C 0.490 -0.190 3.286
C 1.298 -1.201 3.791
C 1.481 -2.364 3.063
C 0.858 -2.531 1.839
C 0.015 -1.536 1.358
N -0.640 -1.701 0.109
C -0.787 -0.672 -0.813
O -0.401 0.456 -0.661
C -1.484 -1.235 -2.031
C -1.743 -2.704 -1.705
C -1.184 -2.909 -0.315
O -1.195 -3.925 0.324
C -0.899 -3.457 -2.773
C -1.581 -3.157 -4.086
C -1.357 -1.880 -4.369
C -0.522 -1.305 -3.252
C 0.320 -2.533 -2.884
C -0.179 -0.370 2.082
C 0.246 3.405 1.286
H -0.748 5.916 0.438
H -1.813 4.628 -0.198
H -1.242 5.930 -1.271
H 2.115 3.125 -1.504
H 3.256 1.444 -0.089
H 2.473 1.023 2.207
H 0.078 3.048 3.883
H 1.783 -1.061 4.744
H 2.118 -3.146 3.447
H 1.010 -3.435 1.271
H -2.369 -0.640 -2.260
H -2.787 -3.017 -1.734
H -0.726 -4.503 -2.536
H -2.179 -3.866 -4.626
H -1.730 -1.305 -5.196
H -0.002 -0.373 -3.451
H 0.992 -2.830 -3.686
H 0.887 -2.424 -1.960
H -0.840 0.395 1.708
H -0.597 3.939 1.697
*
```


(two)
The following is a quantum chemistry calculation of the molecule C23H20N2O4, from OMol25.

HOMO: -8.624 eV

Geometry as ORCA input:
```
! RIJCOSX wB97M-V def2-TZVPD def2/J DEFGRID3
* xyz 0 1
C -5.882 1.105 0.320
C -4.761 2.093 0.227
C -4.867 3.219 -0.578
C -3.828 4.126 -0.682
C -2.655 3.922 0.025
C -2.526 2.801 0.823
C -3.566 1.883 0.920
C -3.399 0.718 1.834
O -4.121 0.498 2.785
N -2.315 -0.089 1.609
C -1.408 -0.102 0.549
C -0.108 -0.532 0.794
C 0.844 -0.566 -0.223
N 2.120 -1.017 0.103
C 3.243 -1.082 -0.686
O 3.298 -0.709 -1.834
C 4.425 -1.627 0.053
C 5.576 -0.846 0.068
C 6.707 -1.272 0.736
C 6.698 -2.499 1.379
C 5.567 -3.293 1.336
C 4.416 -2.877 0.677
C 3.224 -3.790 0.627
C 0.489 -0.162 -1.506
C -0.819 0.242 -1.752
C -1.179 0.652 -3.130
O -0.429 0.642 -4.072
O -2.456 1.055 -3.246
C -1.773 0.261 -0.743
H -6.784 1.501 -0.139
H -6.086 0.864 1.361
H -5.613 0.178 -0.189
H -5.781 3.388 -1.128
H -3.934 4.996 -1.313
H -1.844 4.631 -0.046
H -1.615 2.638 1.382
H -2.136 -0.747 2.359
H 0.169 -0.837 1.795
H 2.237 -1.308 1.064
H 5.566 0.101 -0.450
H 7.593 -0.656 0.750
H 7.577 -2.844 1.902
H 5.573 -4.260 1.818
H 2.598 -3.583 -0.237
H 3.555 -4.826 0.574
H 2.619 -3.688 1.529
H 1.207 -0.165 -2.309
H -2.630 1.315 -4.164
H -2.783 0.550 -0.973
*
```


What should be chosen as the most stable of them? Choose (two).


(one)
The following is a quantum chemistry calculation of an isolated ion of composition C5H11N2 and charge +1, from OMol25.

HOMO: -14.036 eV

Geometry as ORCA input:
```
! RIJCOSX wB97M-V def2-TZVPD def2/J DEFGRID3
* xyz 1 1
C -0.858 -1.336 1.878
C 0.345 -0.413 1.229
C 0.307 1.033 1.725
N 0.427 -0.602 -0.190
C 0.014 0.388 -1.054
C -0.256 0.544 -2.595
N 0.572 -0.050 -3.356
H -0.664 -2.389 1.565
H -0.555 -1.385 2.917
H -1.991 -0.980 1.833
H 1.262 -0.913 1.593
H -0.639 1.649 1.428
H 1.185 1.606 1.335
H 0.337 1.107 2.777
H -0.200 1.313 -0.549
H -0.974 1.225 -2.831
H 1.241 -0.833 -3.272
H 0.445 0.037 -4.434
*
```


(two)
The following is a quantum chemistry calculation of an isolated ion of composition C5H11N2 and charge +1, from OMol25.

HOMO: -12.352 eV

Geometry as ORCA input:
```
! RIJCOSX wB97M-V def2-TZVPD def2/J DEFGRID3
* xyz 1 1
C 3.114 0.431 0.287
C 1.875 0.262 -0.511
N 0.816 -0.155 -0.043
C -0.480 -0.321 -0.120
C -1.009 -1.618 -0.235
C -1.180 0.782 0.079
N -2.617 0.858 0.232
H 3.696 -0.586 0.195
H 3.047 0.507 1.406
H 3.869 1.178 -0.072
H 1.829 0.805 -1.544
H -0.301 -2.292 -0.623
H -1.975 -1.875 -0.744
H -1.153 -2.103 0.814
H -0.682 1.701 0.276
H -2.918 1.210 1.176
H -2.836 -0.116 -0.058
H -3.095 1.334 -0.511
*
```


What should be chosen as the most stable of them? Choose (two).


(one)
The following is a quantum chemistry calculation of an isolated ion of composition C5H11N2 and charge +1, from OMol25.

HOMO: -13.280 eV

Geometry as ORCA input:
```
! RIJCOSX wB97M-V def2-TZVPD def2/J DEFGRID3
* xyz 1 1
C -0.435 -1.501 -1.529
C 1.130 -0.100 -0.603
C -1.281 -0.344 0.069
C -0.005 0.413 0.260
C 0.034 1.862 0.709
N 0.854 -1.393 -1.167
N -0.562 -0.475 1.317
H -0.683 -2.573 -1.727
H -0.728 -0.852 -2.432
H 1.265 0.509 -1.428
H 2.069 -0.177 -0.007
H -2.315 0.093 -0.045
H 0.096 1.937 1.769
H -0.897 2.319 0.472
H 0.877 2.378 0.058
H 1.406 -2.160 -0.810
H -0.739 0.022 2.123
H -0.090 -1.312 1.517
*
```


(two)
The following is a quantum chemistry calculation of C5H11N2 as an isolated structure, from OMol25.

HOMO: -13.689 eV

Geometry as ORCA input:
```
! RIJCOSX wB97M-V def2-TZVPD def2/J DEFGRID3
* xyz 1 1
C 0.784 -0.990 1.225
C 0.224 0.301 1.908
C -0.699 0.874 0.929
C -0.655 -0.296 -0.698
C -0.714 0.284 -2.021
N 0.604 1.444 1.060
N 0.675 -0.749 -0.275
H 1.840 -1.094 1.266
H 0.382 -1.946 1.581
H 0.104 0.429 3.007
H -1.586 1.315 0.997
H -1.573 -0.986 -0.512
H -1.696 0.308 -2.464
H -0.313 -0.573 -2.676
H -0.092 1.065 -2.299
H 0.531 2.307 1.483
H 1.270 0.038 -0.357
H 1.018 -1.568 -0.826
*
```


(three)
The following is a quantum chemistry calculation of a 2-piece molecular cluster, C5H11N2 overall, from OMol25.

HOMO (spin up / spin down): -14.283 / -14.657 eV

Geometry as ORCA input:
```
! RIJCOSX wB97M-V def2-TZVPD def2/J DEFGRID3
* xyz 1 1
C -0.529 -2.993 -1.267
C 1.516 -0.832 0.147
C 0.543 2.058 -0.146
C -1.411 0.544 0.790
C -0.290 0.750 -0.268
N -1.043 -2.147 -0.616
N 0.408 -0.435 -0.330
H -1.171 -3.872 -1.235
H 0.386 -3.375 -1.693
H 1.920 -1.684 -0.245
H 2.290 -0.053 0.362
H 1.179 2.002 0.752
H 1.313 2.228 -0.996
H -0.281 2.940 -0.232
H -1.089 -0.251 1.500
H -2.339 0.093 0.329
H -1.695 1.518 1.374
H -0.884 0.933 -1.244
*
```


What should be chosen as the most stable of them? Choose (two).


(one)
The following is a quantum chemistry calculation of an isolated ion of composition C5H11N2 and charge +1, from OMol25.

HOMO: -14.046 eV

Geometry as ORCA input:
```
! RIJCOSX wB97M-V def2-TZVPD def2/J DEFGRID3
* xyz 1 1
C 1.216 -1.631 -0.095
C 0.133 -0.888 0.576
C 0.584 0.550 0.817
N 0.378 1.190 -0.408
C -0.845 0.710 -0.987
C -1.910 0.431 0.029
N -1.043 -0.652 -0.285
H 1.572 -2.564 0.439
H 1.987 -0.928 -0.155
H 0.944 -2.011 -1.150
H -0.287 -1.351 1.444
H -0.012 1.103 1.576
H 1.677 0.573 1.216
H 0.497 2.199 -0.385
H 1.122 0.922 -1.106
H -1.111 1.052 -1.982
H -1.966 0.972 0.937
H -2.936 0.325 -0.479
*
```


(two)
The following is a quantum chemistry calculation of a 2-piece molecular cluster, C5H11N2 overall, from OMol25.

HOMO: -13.598 eV

Geometry as ORCA input:
```
! RIJCOSX wB97M-V def2-TZVPD def2/J DEFGRID3
* xyz 1 1
C 1.047 -1.202 0.024
C 1.145 -2.313 -0.682
C 1.073 -0.322 1.252
C 1.160 2.290 -0.351
C -2.787 -0.070 0.134
N 0.906 1.113 -0.722
N 0.727 0.076 -0.003
H 0.931 -2.131 -1.717
H 1.323 -3.194 -0.133
H 0.290 -0.070 1.957
H 1.974 -0.072 1.685
H -2.331 0.911 0.226
H 1.142 3.245 -0.957
H 1.374 2.307 0.739
H -2.063 -0.906 0.116
H -3.346 -0.386 0.941
H -3.197 -0.156 -0.850
H 0.632 0.880 -1.659
*
```


What should be chosen as the most stable of them? Choose (one).